Entry 1:
Below is the molecule C5H8N2O3S in a non-equilibrium geometry, with properties calculated with the ωB97M-V functional and the def2-TZVPD basis.

Output
LUMO energy   -1.11 eV
Energy above the lowest of the compared OMol25 structures with the same formula, charge and spin   539.2 kJ/mol
Total charge   0
Highest occupied orbital energy   -8.04 eV
Largest force on an atom   3.6 eV/A

Last column: Löwdin charge in e.
CARTESIAN COORDINATES (ANGSTROEM)
H1 -0.300 -1.607 1.138  0.1155
C1 -0.824 -0.625 1.191  -0.2141
O1 1.291 -2.257 -0.113  -0.0083
H2 -1.884 -0.641 1.496  0.1313
C2 0.029 0.298 2.037  -0.5462
O2 -0.619 0.101 -4.379  0.1201
S1 1.623 0.560 1.174  0.6196
H3 -0.206 1.343 2.387  0.0674
C3 0.289 -0.275 -0.990  -0.2399
H4 0.294 -0.274 2.926  0.0599
N1 -0.816 -0.207 -0.215  0.0402
H5 0.667 1.548 -2.076  0.1835
C4 0.456 0.424 -2.317  -0.0024
H6 -1.530 0.139 -0.870  0.1285
O3 -1.802 0.741 -2.662  0.0698
H7 1.340 0.060 -2.874  0.1374
N2 -0.776 0.419 -3.226  -0.3771
C5 1.445 -1.219 -0.716  -0.3900
H8 2.399 -0.978 -1.141  0.1046

***

Entry 2:
Below is the ion C5H8N2O4PS2 with charge +1 in a non-equilibrium geometry, with properties calculated with the ωB97M-V functional and the def2-TZVPD basis.

Output
LUMO energy   -6.20 eV
Total charge   +1
Highest occupied orbital energy   -12.81 eV
SMILES   CS(=O)(=O)c1ccc(P(O)(O)=S)n[nH+]1
Largest force on an atom   4.6 eV/A

Last column: Löwdin charge in e.
CARTESIAN COORDINATES (ANGSTROEM)
P1 1.336 2.416 -2.318  0.2181
C1 1.058 -0.983 0.225  0.0806
S1 -0.705 -1.547 2.434  0.6824
C2 -0.027 -0.482 1.087  -0.1647
H1 1.511 -1.985 0.352  0.1430
H2 -1.933 -3.557 1.719  0.0917
O1 1.386 1.447 -3.686  -0.2119
C3 1.450 -0.038 -0.798  0.0466
O2 0.346 -2.456 2.841  -0.2771
H3 -2.940 -2.478 2.731  0.0950
N1 -0.476 0.766 0.832  0.0516
C4 0.805 1.273 -0.939  -0.2683
O3 -1.097 -0.703 3.551  -0.2932
H4 -1.212 1.082 1.485  0.1981
H5 0.753 0.712 -3.542  0.0743
N2 -0.154 1.638 -0.073  0.1290
O4 0.130 3.514 -2.595  -0.1907
H6 -0.731 3.048 -2.635  0.0852
C5 -2.189 -2.479 1.903  -0.1067
H7 -2.628 -2.086 0.955  0.0776
S2 3.051 3.197 -2.017  0.3985
H8 2.265 -0.298 -1.512  0.1407

***

Entry 3:
Below is a cluster of 2 separate species, C5H8N2O5 in total in a non-equilibrium geometry, with properties calculated with the ωB97M-V functional and the def2-TZVPD basis.

Output
LUMO energy   0.45 eV
Energy above the lowest of the compared OMol25 structures with the same formula, charge and spin   302.1 kJ/mol
Total charge   0
Highest occupied orbital energy   -10.08 eV
SMILES   C#CC(=O)OC.O=C(NO)NO
Largest force on an atom   1.2 eV/A

Last column: Löwdin charge in e.
CARTESIAN COORDINATES (ANGSTROEM)
N1 -2.033 -0.816 0.503  0.0232
C1 2.375 -0.177 0.100  -0.5195
O1 3.170 -0.877 0.682  0.1189
H1 -2.674 1.805 -0.989  0.0993
O2 -3.314 -0.479 0.045  -0.0286
O3 1.322 -0.605 -0.604  -0.0496
H2 -0.558 2.020 0.418  0.1342
H3 1.893 -2.541 -0.113  0.0902
O4 -0.402 0.054 1.829  0.0631
C2 1.115 -2.019 -0.672  -0.0281
O5 -1.781 1.448 -1.018  -0.0272
H4 0.118 -2.235 -0.259  0.0808
H5 -2.127 -1.543 1.202  0.1474
C3 2.547 2.475 0.083  0.1563
H6 -3.261 -0.672 -0.900  0.1023
C4 2.450 1.282 0.077  0.0055
N2 -1.389 1.449 0.320  0.0337
H7 2.640 3.520 0.093  0.0302
H8 1.136 -2.311 -1.733  0.0996
C5 -1.226 0.222 0.936  -0.5320

***

Entry 4:
Below is a cluster of 2 separate species, C5H8N2OS in total in a non-equilibrium geometry, with properties calculated with the ωB97M-V functional and the def2-TZVPD basis.

Output
LUMO energy   0.51 eV
Energy above the lowest of the compared OMol25 structures with the same formula, charge and spin   224.0 kJ/mol
Total charge   0
Highest occupied orbital energy   -9.38 eV
SMILES   [H]/N=C(\C)O.c1cscn1
Largest force on an atom   4.5 eV/A

Last column: Löwdin charge in e.
CARTESIAN COORDINATES (ANGSTROEM)
C1 1.922 -0.093 0.916  -0.3990
H1 -3.870 0.874 -1.256  0.0782
H2 4.948 -0.006 -0.854  0.0991
C2 3.964 -0.174 -0.291  -0.4905
H3 -0.896 -0.854 -0.226  0.0281
H4 2.098 -2.122 1.238  0.0642
N1 -1.623 -0.617 0.417  0.1301
C3 2.452 -1.337 0.745  -0.2544
H5 -2.930 0.782 1.789  0.1815
H6 1.006 0.245 1.361  0.0383
S1 2.862 1.139 0.105  0.9557
H7 -2.402 1.681 -1.515  0.0941
H8 -2.418 0.160 -2.118  0.0547
N2 3.630 -1.332 0.135  -0.0327
C4 -2.825 0.691 -1.340  -0.0042
O1 -3.386 0.751 0.857  0.0474
C5 -2.533 0.212 0.035  -0.5906

***

Entry 5:
Below is the molecule C5H8N2S in a non-equilibrium geometry, with properties calculated with the ωB97M-V functional and the def2-TZVPD basis.

Output
LUMO energy   0.84 eV
Energy above the lowest of the compared OMol25 structures with the same formula, charge and spin   38.6 kJ/mol
Total charge   0
Highest occupied orbital energy   -7.49 eV
SMILES   Cc1c[nH]c(S)c1N
Largest force on an atom   2.5 eV/A

Last column: Löwdin charge in e.
CARTESIAN COORDINATES (ANGSTROEM)
H1 0.401 2.267 -0.586  0.0890
C1 -0.364 0.545 -0.038  -0.3344
C2 -1.447 -0.308 -0.084  -0.6820
C3 0.370 -1.539 -0.047  -0.0790
H2 -1.653 -2.360 -0.018  0.1347
N1 -0.338 1.918 0.013  0.0989
S1 -3.157 0.059 -0.103  0.7701
H3 2.436 0.920 0.781  0.0843
H4 0.886 -2.473 0.098  0.1163
H5 -1.246 2.314 -0.229  0.0770
H6 2.548 0.623 -0.970  0.0889
N2 -1.021 -1.586 -0.096  0.0039
H7 -3.306 0.438 1.203  -0.1218
C4 0.815 -0.265 -0.074  -0.2622
H8 2.857 -0.720 0.149  0.0795
C5 2.220 0.168 0.001  -0.0632

***

Entry 6:
Below is the molecule C5H8N2S in a non-equilibrium geometry, with properties calculated with the ωB97M-V functional and the def2-TZVPD basis.

Output
LUMO energy   0.32 eV
Energy above the lowest of the compared OMol25 structures with the same formula, charge and spin   199.7 kJ/mol
Total charge   0
Highest occupied orbital energy   -7.93 eV
SMILES   NC1=CC(=S)NCC1
Largest force on an atom   4.7 eV/A

Last column: Löwdin charge in e.
CARTESIAN COORDINATES (ANGSTROEM)
C1 -0.091 1.470 -0.389  -0.2151
C2 -0.674 -1.175 -0.510  -0.0638
S1 -3.349 -0.700 0.142  0.5049
C3 -1.708 -0.221 -0.206  -0.7774
H1 1.698 -2.461 0.218  0.0982
H2 2.301 -1.077 0.998  0.1839
H3 0.886 0.654 1.524  0.1633
N1 -1.347 1.030 0.061  -0.0393
C4 0.524 -0.809 -0.090  -0.3469
H4 0.278 1.342 -1.472  0.1585
H5 1.759 0.787 -0.065  0.0928
H6 -0.911 -2.157 -0.732  0.0882
N2 1.797 -1.439 -0.017  0.0519
C5 0.833 0.570 0.381  -0.1922
H7 -2.176 1.634 0.208  0.1382
H8 0.179 2.553 -0.053  0.1546

***

Entry 7:
Below is the molecule C5H8N2S in a non-equilibrium geometry, with properties calculated with the ωB97M-V functional and the def2-TZVPD basis.

Output
LUMO energy   0.83 eV
Energy above the lowest of the compared OMol25 structures with the same formula, charge and spin   467.2 kJ/mol
Total charge   0
Highest occupied orbital energy   -8.90 eV
SMILES   N[C@H]1[C@H]2N[C@@H]1[C@@H]1S[C@H]21
Largest force on an atom   5.2 eV/A

Last column: Löwdin charge in e.
CARTESIAN COORDINATES (ANGSTROEM)
C1 0.085 0.900 -0.698  -0.2250
C2 1.501 -0.725 0.484  -0.4926
S1 2.894 0.307 0.007  0.8704
H1 1.245 -0.606 -1.624  0.1026
H2 -0.757 -1.285 -0.945  0.1797
N1 -2.141 0.100 -0.071  -0.0248
H3 -2.983 -0.207 -0.832  0.1601
C3 1.295 -0.003 -0.747  -0.6208
H4 -0.404 1.497 -1.365  0.1132
C4 -0.771 -0.309 -0.222  -0.3769
H5 -2.436 -0.479 0.785  0.0891
H6 0.783 1.986 0.993  0.1119
H7 1.838 -1.800 0.406  0.1252
C5 0.143 -0.145 1.069  -0.1883
H8 -0.247 -0.589 2.022  0.1363
N2 -0.044 1.360 0.737  0.0397

***

Entry 8:
Below is the molecule C5H8N2S in a non-equilibrium geometry, with properties calculated with the ωB97M-V functional and the def2-TZVPD basis.

Output
LUMO energy   0.84 eV
Energy above the lowest of the compared OMol25 structures with the same formula, charge and spin   289.6 kJ/mol
Total charge   0
Highest occupied orbital energy   -8.73 eV
SMILES   C=N/N=C/SC1CC1
Largest force on an atom   1.7 eV/A

Last column: Löwdin charge in e.
CARTESIAN COORDINATES (ANGSTROEM)
N1 -0.359 2.146 -0.537  -0.0973
S1 -1.146 -0.389 -0.801  0.9481
H1 1.499 -1.794 -0.371  0.0980
H2 1.192 -2.642 1.191  0.1155
C1 -0.266 0.947 -0.101  -0.5046
N2 0.496 2.970 0.196  -0.0882
C2 -0.393 -3.017 -0.367  -0.1807
H3 0.984 4.887 0.394  0.0439
C3 0.737 -2.242 0.252  -0.1729
H4 -0.505 -3.030 -1.434  0.0853
H5 -1.232 -1.701 1.262  0.1119
H6 0.348 0.769 0.834  0.1083
C4 -0.662 -1.707 0.313  -0.6094
C5 0.364 4.206 -0.123  -0.0373
H7 -0.405 4.558 -0.826  0.0745
H8 -0.653 -3.961 0.118  0.1051

***

Entry 9:
Below is the molecule C5H8N2S in a non-equilibrium geometry, with properties calculated with the ωB97M-V functional and the def2-TZVPD basis.

Output
LUMO energy   0.09 eV
Energy above the lowest of the compared OMol25 structures with the same formula, charge and spin   642.0 kJ/mol
Total charge   0
Highest occupied orbital energy   -8.11 eV
SMILES   CC#C/C(=N\C)NS
Largest force on an atom   9.5 eV/A

Last column: Löwdin charge in e.
CARTESIAN COORDINATES (ANGSTROEM)
H1 -0.306 -2.842 2.070  0.2199
C1 -0.207 -1.247 0.631  -0.5529
H2 0.752 2.905 -1.683  0.0684
H3 -2.836 -0.930 -0.998  0.0965
H4 0.975 3.254 0.068  0.0948
S1 1.730 -1.194 2.238  0.7436
H5 -1.546 -1.383 -2.368  0.1097
N1 -1.123 -1.715 -0.290  -0.0218
H6 1.259 -0.108 3.128  -0.0521
H7 2.176 2.365 -1.141  0.0759
C2 0.268 0.135 0.518  -0.0597
N2 0.252 -1.906 1.644  -0.3635
C3 1.140 2.465 -0.729  -0.1336
H8 -1.436 0.139 -1.417  0.0743
C4 0.601 1.070 -0.429  -0.0064
C5 -1.700 -1.005 -1.242  -0.2931

***

Entry 10:
Below is the molecule C5H8N2S, with properties calculated with the ωB97M-V functional and the def2-TZVPD basis.

Output
LUMO energy   0.86 eV
Energy above the lowest of the compared OMol25 structures with the same formula, charge and spin   372.0 kJ/mol
Total charge   0
Highest occupied orbital energy   -8.65 eV
SMILES   NCC1=NS[C@H]2C[C@H]12
Largest force on an atom   0.8 eV/A

Last column: Löwdin charge in e.
CARTESIAN COORDINATES (ANGSTROEM)
N1 -0.541 0.877 0.448  -0.2170
N2 1.045 0.947 2.803  -0.0062
S1 -1.445 0.656 -1.042  0.8999
H1 2.413 0.311 1.371  0.1209
C1 1.395 0.065 1.705  -0.2391
H2 0.390 -2.786 -1.401  0.0921
C2 0.691 -0.616 -0.801  -0.2731
C3 0.463 0.071 0.521  -0.3665
H3 -1.204 -1.566 -0.443  0.0863
H4 0.954 1.890 2.435  0.0684
H5 1.457 -0.978 2.071  0.1233
H6 0.137 0.685 3.153  0.0623
H7 0.849 -1.649 -2.741  0.1103
H8 1.033 0.163 -1.452  0.1153
C4 0.447 -1.773 -1.728  -0.0462
C5 -0.735 -0.968 -1.209  -0.5308

***

Entry 11:
Below is the molecule C5H8N2S2, with properties calculated with the ωB97M-V functional and the def2-TZVPD basis.

Output
LUMO energy   0.58 eV
Energy above the lowest of the compared OMol25 structures with the same formula, charge and spin   36.9 kJ/mol
Total charge   0
Highest occupied orbital energy   -8.40 eV
SMILES   NS[C@H]1C=CN=C(S)C1
Largest force on an atom   0.9 eV/A

Last column: Löwdin charge in e.
CARTESIAN COORDINATES (ANGSTROEM)
H1 1.243 2.966 0.556  0.1010
C1 1.843 -0.116 -0.095  -0.7073
S1 3.208 -1.164 -0.389  0.8236
H2 -3.006 -2.279 -0.135  0.0183
C2 0.521 -0.811 0.123  -0.2159
H3 -3.774 -0.913 -0.676  0.0199
C3 -0.302 1.547 0.250  -0.1297
H4 0.515 -1.167 1.165  0.1166
C4 -0.655 0.141 -0.101  -0.5622
N1 2.055 1.129 0.058  0.0170
H5 -1.014 0.094 -1.135  0.1060
H6 4.112 -0.200 -0.268  -0.1228
H7 0.445 -1.695 -0.516  0.1101
N2 -2.882 -1.309 -0.401  -0.3533
S2 -2.155 -0.407 0.857  0.8377
C5 0.969 1.948 0.323  -0.1500
H8 -1.123 2.236 0.383  0.0909

***

Entry 12:
Below is a structure of composition C5H8N3 in a non-equilibrium geometry, with properties calculated with the ωB97M-V functional and the def2-TZVPD basis.

Output
LUMO energy (alpha / beta)   -9.17 / -9.17 eV
Energy above the lowest of the compared OMol25 structures with the same formula, charge and spin   760.8 kJ/mol
Total charge   +1
Highest occupied orbital energy (alpha / beta)   -14.41 / -14.41 eV
Largest force on an atom   6.3 eV/A

Last column: Löwdin charge in e.
CARTESIAN COORDINATES (ANGSTROEM)
C1 0.274 0.107 1.040  -0.1910
C2 -2.973 0.025 -2.586  0.1825
C3 -2.125 1.496 -1.637  -0.1213
C4 0.990 0.567 -0.010  -0.0244
C5 0.093 -1.310 1.449  -0.0729
N1 -3.181 1.291 -2.354  0.1927
H1 0.696 -2.011 0.840  0.0982
H2 -1.840 2.513 -1.478  0.1538
H3 -0.533 0.356 -0.730  0.0579
H4 0.369 -1.379 2.422  0.0445
H5 1.633 -0.020 -0.740  0.1218
H6 1.101 1.602 -0.226  0.0674
H7 -0.380 0.762 1.533  0.1005
N2 -1.316 0.411 -1.423  0.1019
N3 -1.906 -0.659 -2.160  0.1680
H8 -0.941 -1.800 1.427  0.1206

***

Entry 13:
Below is the ion C5H8N3 with charge +1 in a non-equilibrium geometry, with properties calculated with the ωB97M-V functional and the def2-TZVPD basis.

Output
LUMO energy   -5.00 eV
Energy above the lowest of the compared OMol25 structures with the same formula, charge and spin   219.5 kJ/mol
Total charge   +1
Highest occupied orbital energy   -15.33 eV
SMILES   C[C@H](C#N)/C=N\C=[NH2+]
Largest force on an atom   4.1 eV/A

Last column: Löwdin charge in e.
CARTESIAN COORDINATES (ANGSTROEM)
N1 0.581 -1.093 0.135  0.1784
N2 -0.696 1.739 1.813  0.2009
C1 1.728 -0.765 0.477  -0.1914
H1 2.346 -0.034 -0.173  0.2072
H2 -0.529 0.801 -1.894  0.0736
H3 3.377 -0.999 1.514  0.1390
H4 -0.792 -1.324 -1.342  0.1499
C2 -0.510 -0.861 -0.431  -0.0167
N3 2.364 -1.173 1.568  0.1608
H5 1.882 -1.859 2.254  0.1915
C3 -1.472 0.244 -0.192  -0.2668
H6 -2.449 -0.230 0.088  0.1799
C4 -1.424 1.185 -1.446  0.0140
H7 -2.175 1.110 -2.184  0.0856
C5 -1.023 1.062 0.952  -0.2046
H8 -1.206 2.196 -1.138  0.0986

***

Entry 14:
Below is the ion C5H8N3 with charge +1 in a non-equilibrium geometry, with properties calculated with the ωB97M-V functional and the def2-TZVPD basis.

Output
LUMO energy   -4.67 eV
Energy above the lowest of the compared OMol25 structures with the same formula, charge and spin   241.1 kJ/mol
Total charge   +1
Highest occupied orbital energy   -15.44 eV
SMILES   C[C@H](C#N)/C=N/C=[NH2+]
Largest force on an atom   5.4 eV/A

Last column: Löwdin charge in e.
CARTESIAN COORDINATES (ANGSTROEM)
H1 -1.926 -1.695 -0.612  0.1142
C1 1.839 -1.122 0.221  -0.1945
C2 0.118 0.059 1.117  0.0048
C3 -2.153 0.128 0.075  -0.1294
N1 2.288 -2.162 0.046  0.2112
H2 0.076 -0.251 2.248  0.2067
H3 2.146 0.802 1.050  0.1605
N2 -0.996 0.198 0.541  0.1552
H4 0.540 0.977 -1.410  0.0314
C4 1.405 1.079 -0.875  -0.0350
H5 2.320 0.816 -1.544  0.1317
N3 -2.610 -1.005 -0.453  0.1946
H6 1.793 2.186 -0.733  0.1355
H7 -3.549 -1.344 -0.320  0.1394
H8 -2.707 1.067 0.207  0.1801
C5 1.415 0.268 0.441  -0.3063

***

Entry 15:
Below is the ion C5H8N3O2 with charge +1 in a non-equilibrium geometry, with properties calculated with the ωB97M-V functional and the def2-TZVPD basis.

Output
LUMO energy   -5.04 eV
Energy above the lowest of the compared OMol25 structures with the same formula, charge and spin   134.3 kJ/mol
Total charge   +1
Highest occupied orbital energy   -13.64 eV
SMILES   [H]/N=C/N/C=C\C(O)=[NH+]\C=O
Largest force on an atom   4.7 eV/A

Last column: Löwdin charge in e.
CARTESIAN COORDINATES (ANGSTROEM)
H1 -1.764 1.456 2.092  0.1225
H2 2.484 -2.286 -2.474  0.1354
H3 -0.570 2.050 -0.398  0.1344
N1 1.661 -1.127 -1.105  0.1548
C1 1.499 -1.990 -2.253  -0.2233
C2 -1.453 1.621 0.044  -0.2288
H4 2.512 -1.014 -0.620  0.1315
O1 -0.610 -0.743 -0.601  0.1579
C3 0.136 0.849 1.695  0.0120
O2 0.449 -2.339 -2.606  0.1529
H5 0.385 1.134 2.727  0.1487
N2 -2.616 1.429 -0.359  0.1768
N3 -1.160 1.156 1.404  0.0998
H6 -0.684 -1.586 -1.062  0.1355
C4 1.043 0.207 0.759  0.0113
H7 -2.860 1.560 -1.302  0.0613
H8 2.076 0.390 1.048  0.1234
C5 0.655 -0.487 -0.384  -0.3060